Record 1
92
Properties=species:S:1:pos:R:3 method="wB97M-V/def2-TZVPD" total_charge=0 gap_ev=2.81 homo_energy_ev=-7.281 spin_multiplicity=1
O 0.315 0.474 -0.629
V -0.148 0.817 0.900
O -0.650 -0.643 1.479
O -6.013 0.002 1.597
C -5.974 1.223 1.112
O -6.979 1.925 1.364
O -4.884 1.524 0.639
H -6.934 0.102 1.852
C -3.331 -3.658 -8.451
O -3.567 -3.908 -9.666
N -2.172 -3.847 -7.890
C -1.949 -3.371 -6.515
C -0.921 -4.238 -8.648
H -4.090 -3.261 -7.759
H -1.269 -2.532 -6.369
H -1.352 -4.228 -6.205
H -2.573 -3.324 -5.623
H -0.486 -5.176 -8.303
H -0.802 -4.314 -9.729
H -0.262 -3.399 -8.424
C -1.248 4.590 6.899
O -0.781 3.972 5.878
N -0.539 5.303 7.796
C -1.200 5.831 9.016
C 0.946 5.446 7.628
H -2.329 4.569 7.104
H -1.044 5.023 9.732
H -2.285 5.910 8.939
H -0.784 6.799 9.292
H 1.510 4.904 8.387
H 1.319 5.090 6.668
H 1.213 6.498 7.727
C -3.639 -6.874 -1.341
O -2.679 -7.612 -1.264
N -4.717 -7.159 -2.043
C -5.922 -6.262 -2.153
C -4.988 -8.369 -2.725
H -3.711 -5.921 -0.793
H -6.646 -6.942 -1.704
H -6.074 -6.086 -3.217
H -5.761 -5.369 -1.549
H -4.206 -9.118 -2.604
H -5.855 -8.774 -2.204
H -5.045 -8.199 -3.801
C -1.475 -1.399 10.314
O -0.688 -0.970 9.417
N -2.607 -2.131 10.111
C -3.617 -2.508 11.082
C -3.026 -2.464 8.733
H -1.275 -1.271 11.389
H -4.203 -1.593 11.169
H -3.240 -2.690 12.089
H -4.299 -3.295 10.762
H -2.766 -3.512 8.584
H -4.093 -2.393 8.524
H -2.600 -1.779 8.000
C 2.759 6.257 -2.073
O 2.397 5.373 -1.293
N 3.831 6.081 -2.878
C 4.028 7.058 -3.972
C 4.845 4.970 -2.748
H 2.200 7.166 -2.343
H 3.725 6.621 -4.924
H 5.089 7.223 -4.163
H 3.543 8.027 -3.852
H 4.875 4.336 -3.634
H 5.911 5.194 -2.711
H 4.526 4.357 -1.905
C 1.126 2.830 -10.210
O 0.400 3.694 -9.681
N 1.792 1.875 -9.534
C 1.832 1.972 -8.095
C 2.796 1.010 -10.076
H 1.218 2.704 -11.300
H 2.615 2.545 -7.599
H 1.772 1.018 -7.572
H 0.995 2.578 -7.747
H 3.054 1.280 -11.100
H 3.623 1.121 -9.375
H 2.531 -0.048 -10.069
C 5.411 -0.012 4.174
O 4.527 0.359 3.425
N 6.555 -0.491 3.721
C 7.573 -0.885 4.709
C 6.933 -0.653 2.322
H 5.312 0.009 5.270
H 8.558 -1.023 4.262
H 7.266 -1.845 5.125
H 7.636 -0.089 5.451
H 7.434 -1.613 2.190
H 6.082 -0.526 1.653
H 7.624 0.117 1.980

=====

Record 2
82
Properties=species:S:1:pos:R:3 method="wB97M-V/def2-TZVPD" total_charge=+3 s2=3.778 gap_ev="7.06 / 7.55" homo_energy_ev="-18.104 / -18.366" spin_multiplicity=4
Re -0.660 -1.305 -0.136
C -1.688 -0.873 2.552
C -1.725 0.585 2.103
C -0.921 1.483 3.028
C -3.160 1.067 1.951
O -1.071 0.567 0.759
Si -0.832 1.834 -0.366
S -0.231 0.187 -1.808
O 0.394 2.668 0.146
C 0.825 4.095 0.182
C -0.370 4.966 0.523
C 1.888 4.151 1.265
C 1.395 4.426 -1.185
O -2.163 2.504 -0.856
C -3.135 2.738 -1.949
C -4.232 3.584 -1.326
C -3.686 1.403 -2.428
C -2.410 3.471 -3.063
H -2.097 -0.971 3.557
H -0.656 -1.251 2.591
H -2.326 -1.499 1.900
H -1.318 1.408 4.040
H -1.004 2.522 2.712
H 0.132 1.198 3.038
H -3.668 0.976 2.911
H -3.703 0.470 1.215
H -3.195 2.114 1.652
H -0.780 4.710 1.502
H -1.155 4.870 -0.228
H -0.055 6.008 0.554
H 1.475 3.846 2.227
H 2.260 5.170 1.362
H 2.725 3.500 1.012
H 0.632 4.316 -1.959
H 2.239 3.775 -1.418
H 1.744 5.457 -1.193
H -4.725 3.045 -0.517
H -4.978 3.829 -2.081
H -3.823 4.515 -0.935
H -4.174 0.868 -1.609
H -2.889 0.788 -2.843
H -4.422 1.573 -3.213
H -2.005 4.420 -2.711
H -3.106 3.684 -3.874
H -1.598 2.858 -3.462
C 4.099 -4.845 0.619
C 4.685 -3.453 0.844
C 3.633 -2.411 1.228
S 2.555 -2.044 -0.197
O 1.303 -1.409 0.534
C 3.396 -0.634 -0.957
C 3.466 0.636 -0.118
C 4.123 1.746 -0.942
H 4.873 -5.535 0.290
H 3.327 -4.829 -0.155
H 3.677 -5.238 1.546
H 5.246 -3.126 -0.035
H 5.399 -3.491 1.668
H 4.071 -1.470 1.554
H 2.963 -2.784 2.003
H 2.863 -0.454 -1.893
H 4.389 -1.021 -1.210
H 4.056 0.479 0.785
H 2.458 0.935 0.182
H 5.119 1.447 -1.271
H 4.233 2.646 -0.341
H 3.534 1.985 -1.828
C -1.612 -6.514 -0.005
N -1.152 -5.118 -0.007
C -0.285 -4.653 1.072
C -1.491 -4.285 -0.956
C -2.379 -4.691 -2.076
O -1.074 -3.053 -0.941
H -1.281 -7.002 0.905
H -1.198 -7.064 -0.850
H -2.698 -6.572 -0.042
H -0.044 -5.479 1.731
H -0.784 -3.880 1.668
H 0.640 -4.252 0.662
H -2.341 -5.756 -2.282
H -2.103 -4.136 -2.971
H -3.412 -4.425 -1.830

=====

Record 3
81
Properties=species:S:1:pos:R:3 method="wB97M-V/def2-TZVPD" total_charge=+1 s2=3.766 gap_ev="3.66 / 7.47" homo_energy_ev="-5.841 / -9.661" spin_multiplicity=4
Co -0.191 0.489 2.202
P 0.029 -2.222 -1.858
P 0.220 2.270 1.109
N 1.909 0.036 -0.915
C 1.727 -1.976 -2.444
H 2.348 -2.773 -2.015
H 1.722 -2.145 -3.531
C 2.391 -0.624 -2.135
H 3.471 -0.769 -1.970
H 2.282 0.051 -3.002
C 2.118 1.488 -0.969
H 1.457 1.934 -1.734
H 3.160 1.648 -1.304
C 1.895 2.281 0.328
H 2.077 3.338 0.086
H 2.626 1.964 1.080
C 0.301 3.214 2.714
C 0.980 2.326 3.768
H 2.000 2.043 3.488
H 0.378 1.403 3.945
H 1.018 2.868 4.719
C -0.773 3.222 -0.120
C -2.291 3.119 0.057
H -2.765 3.718 -0.732
H -2.622 3.508 1.027
H -2.643 2.090 -0.049
C -1.344 -2.551 -2.972
C -2.611 -2.979 -2.216
H -3.478 -2.858 -2.881
H -2.800 -2.348 -1.336
H -2.556 -4.030 -1.898
C 0.161 -3.328 -0.445
C -1.024 -3.489 0.504
H -0.615 -3.881 1.447
H -1.754 -4.223 0.132
H -1.547 -2.550 0.719
C -1.571 0.080 1.223
C -0.301 4.683 -0.264
H 0.337 5.034 0.559
H 0.262 4.806 -1.199
H -1.166 5.355 -0.322
C -0.961 -3.507 -4.101
H -1.834 -3.693 -4.741
H -0.168 -3.089 -4.735
H -0.609 -4.474 -3.712
C 0.635 -4.712 -0.889
H 0.777 -5.324 0.010
H -0.112 -5.217 -1.517
H 1.583 -4.685 -1.433
C -1.107 3.613 3.186
H -1.800 2.756 3.148
H -1.062 3.930 4.238
H -1.536 4.432 2.598
H 0.902 4.111 2.508
H 0.974 -2.848 0.125
H -0.514 2.696 -1.054
H -1.544 -1.556 -3.409
O -2.379 -0.249 0.435
H 0.867 -0.182 -0.818
H -0.278 -0.893 -1.493
C -0.396 -1.697 3.847
N 0.998 -2.093 3.777
C 1.321 -3.378 4.392
C 1.831 -1.496 2.890
N 1.372 -0.645 1.977
N 3.164 -1.809 3.002
C 3.787 -1.803 4.335
C 4.096 -1.476 1.928
H -0.609 -1.228 4.818
H -1.017 -2.597 3.744
H -0.630 -0.981 3.028
H 2.222 -3.808 3.934
H 1.463 -3.270 5.479
H 0.488 -4.081 4.235
H 1.996 -0.460 1.186
H 4.250 -2.785 4.507
H 4.568 -1.026 4.371
H 3.040 -1.592 5.110
H 3.777 -1.921 0.974
H 4.252 -0.389 1.795
H 5.054 -1.928 2.204

=====

Record 4
81
Properties=species:S:1:pos:R:3 method="wB97M-V/def2-TZVPD" total_charge=-1 s2=2.010 gap_ev="5.77 / 4.91" homo_energy_ev="-3.500 / -3.500" spin_multiplicity=3
C 0.869 -4.355 -0.294
C 0.463 -2.766 -0.286
C -1.004 -2.442 -0.991
C -2.115 -3.393 -0.249
Ga -4.087 -3.017 -0.871
N -4.965 -1.629 0.212
P -5.279 -5.020 -0.357
N -6.251 -5.450 -1.578
H 1.009 -4.778 -1.400
H 1.904 -4.540 0.255
H 0.090 -5.057 0.249
H 1.321 -2.198 -0.889
H 0.401 -2.360 0.817
H -1.180 -1.278 -0.829
H -0.993 -2.606 -2.163
H -1.898 -4.507 -0.617
H -2.027 -3.344 0.939
H -4.163 -2.734 -2.442
H -4.970 -1.889 1.223
H -4.518 -0.704 0.032
H -4.310 -6.020 0.018
H -6.085 -4.762 0.834
H -7.251 -5.464 -1.233
C 0.579 2.252 -5.528
C 0.325 2.027 -4.014
C 0.855 3.243 -3.210
C 2.372 3.285 -3.103
C 2.906 1.975 -2.533
C 2.423 0.724 -3.314
N 0.943 0.727 -3.576
O 0.305 0.345 -2.381
C 3.200 0.625 -4.656
C 2.900 -0.546 -2.530
C -1.237 2.029 -3.915
H 0.091 3.173 -5.867
H 1.625 2.363 -5.799
H 0.162 1.430 -6.121
H 0.438 3.227 -2.190
H 0.504 4.181 -3.661
H 2.819 3.491 -4.083
H 2.673 4.115 -2.450
H 4.002 2.013 -2.517
H 2.590 1.903 -1.482
H 2.724 -0.092 -5.338
H 4.228 0.276 -4.498
H 3.306 1.580 -5.169
H 2.529 -0.569 -1.498
H 3.994 -0.577 -2.457
H 2.577 -1.466 -3.034
H -1.665 1.169 -4.443
H -1.655 2.935 -4.371
H -1.594 2.014 -2.878
C -1.535 1.693 3.085
C -0.076 1.275 2.764
C 0.066 -0.264 2.893
C 0.083 -0.752 4.334
C 1.167 -0.032 5.131
C 1.059 1.514 5.054
N 0.881 2.023 3.651
O 2.143 1.984 3.027
C -0.119 1.993 5.946
C 2.317 2.120 5.766
C 0.071 1.645 1.250
H -2.237 1.190 2.411
H -1.867 1.442 4.088
H -1.672 2.771 2.945
H 0.996 -0.597 2.406
H -0.749 -0.769 2.357
H -0.899 -0.608 4.799
H 0.276 -1.833 4.355
H 1.121 -0.364 6.176
H 2.146 -0.357 4.752
H -0.382 3.037 5.730
H 0.141 1.946 7.010
H -1.015 1.380 5.851
H 3.259 1.776 5.324
H 2.354 1.822 6.821
H 2.299 3.216 5.733
H 0.009 2.730 1.103
H -0.731 1.188 0.657
H 1.014 1.289 0.818

=====

Number 1: maximum force 6.652 eV/Å. Number 2: maximum force 2.914 eV/Å. Number 3: maximum force 2.395 eV/Å. Number 4: maximum force 5.123 eV/Å.